# 1
12
Properties=species:S:1:pos:R:3:forces:R:3 method="wB97M-V/def2-TZVPD" max_force_ev_per_a=2.31 orbital_gap_ha=0.3656 lumo_energy_ev=1.1 energy_ev=-8335.078 smiles=C1O[C@H]1[C@H]1CO1 e_above_lowest_kj_mol=519.36
C 1.59339 0.42986 -0.54925 -0.2 1.1 -0.4
O 1.08405 0.91742 0.62931 0.3 0.2 0.3
C 0.74982 -0.45183 0.55148 0.4 -0.1 -1.6
C -0.66686 -0.68651 0.11966 0.2 -0.2 0.0
C -1.72845 0.26504 0.47739 -0.1 0.0 0.3
O -1.22536 0.20497 -0.84626 -0.1 0.0 -0.3
H 1.06494 0.53006 -1.48185 -0.3 0.5 0.0
H 2.69277 0.44956 -0.56981 -0.4 -0.4 -0.1
H 1.60565 -1.00262 0.05498 -0.2 -1.2 2.0
H -0.94497 -1.73243 -0.01584 0.1 0.2 0.0
H -1.47057 1.16483 1.03353 0.0 -0.1 -0.1
H -2.75441 -0.08835 0.59665 0.2 0.0 0.0

=====

# 2
12
Properties=species:S:1:pos:R:3:forces:R:3 method="wB97M-V/def2-TZVPD" max_force_ev_per_a=0.57 orbital_gap_ha=0.3998 lumo_energy_ev=0.8 energy_ev=-8338.560 smiles="C[C@@]1(C=O)CO1" e_above_lowest_kj_mol=183.47
C -0.81375 0.93110 -0.68369 0.0 0.0 -0.1
C -0.03062 -0.04645 0.16346 -0.1 0.0 -0.2
C -0.37763 -1.50462 -0.00786 0.0 -0.2 -0.4
O -0.32625 -2.06965 -1.07304 -0.1 0.3 0.5
C 1.32110 0.24522 0.66262 0.3 0.0 -0.1
O 0.18988 0.32896 1.51574 -0.1 0.1 0.2
H -1.67989 1.27824 -0.11248 0.1 -0.1 -0.1
H -0.21468 1.80398 -0.95663 -0.1 -0.1 0.1
H -1.16481 0.44695 -1.59923 0.1 0.1 0.1
H -0.69025 -2.02452 0.92145 0.1 0.0 -0.1
H 2.01588 -0.56823 0.87807 -0.2 0.1 0.0
H 1.78642 1.19465 0.38963 -0.1 -0.2 0.1

=====

# 3
12
Properties=species:S:1:pos:R:3:forces:R:3 method="wB97M-V/def2-TZVPD" max_force_ev_per_a=0.44 orbital_gap_ha=0.3909 lumo_energy_ev=0.7 energy_ev=-8339.632 smiles="CC(=O)CC=O" e_above_lowest_kj_mol=80.04
C -0.91986 -0.95441 1.00766 0.0 -0.1 0.0
C 0.38710 -0.62538 0.32600 0.1 -0.2 -0.1
O 1.18059 -1.47166 -0.01605 -0.2 0.2 0.2
C 0.65102 0.84322 -0.01645 0.0 0.1 0.1
C 0.31980 0.91960 -1.49646 -0.3 0.0 -0.1
O -0.81076 0.99139 -1.90854 0.4 0.1 0.1
H -1.68896 -0.20756 0.79824 0.1 -0.1 0.0
H -0.75283 -0.97686 2.09100 0.0 0.1 -0.1
H -1.26017 -1.94419 0.69750 0.1 0.1 0.0
H 0.00517 1.52632 0.54034 0.0 -0.1 -0.1
H 1.70393 1.07530 0.15827 -0.1 -0.1 0.0
H 1.18498 0.82421 -2.18151 -0.1 0.0 0.0

=====

# 4
12
Properties=species:S:1:pos:R:3:forces:R:3 method="wB97M-V/def2-TZVPD" max_force_ev_per_a=2.04 orbital_gap_ha=0.3442 lumo_energy_ev=0.2 energy_ev=-8337.665 smiles="C=C=O.CC=O" e_above_lowest_kj_mol=269.75
C 0.16759 -0.06834 2.10876 0.4 0.0 0.3
C 0.64672 0.63676 1.10072 1.1 1.3 1.2
O 1.16676 1.42636 0.40332 -0.3 -0.6 0.5
H 0.45878 0.31665 3.07079 0.2 -0.2 0.3
H -0.37458 -1.00299 2.00593 0.1 0.4 -0.1
C -0.05630 0.04921 -1.82211 -0.2 -0.1 0.0
C -0.52580 -0.50269 -0.49720 -1.1 -0.3 -0.2
O -0.77965 -1.65986 -0.27331 0.3 0.2 -0.3
H -0.06959 -0.75571 -2.55947 0.0 0.1 0.1
H -0.77036 0.82771 -2.10923 0.1 0.0 -0.1
H 0.93369 0.51816 -1.79975 -0.3 -0.2 0.2
H -0.79726 0.21475 0.37153 -0.2 -0.5 -1.8

=====

# 5
12
Properties=species:S:1:pos:R:3:forces:R:3 method="wB97M-V/def2-TZVPD" max_force_ev_per_a=0.95 orbital_gap_ha=0.3983 lumo_energy_ev=1.0 energy_ev=-8337.190 smiles=O[C@H]1C[C@H]2O[C@@H]12 e_above_lowest_kj_mol=315.58
O 1.56395 -0.34594 -0.95041 0.0 -0.2 -0.4
C 0.35435 -0.78757 -0.41698 -0.2 -0.5 0.0
C 0.19008 -0.39256 1.07085 0.3 0.2 -0.1
C -0.57347 0.83567 0.56508 0.0 0.4 0.1
O -0.14013 1.42932 -0.76479 0.3 0.0 0.8
C -0.81772 0.20720 -0.73668 -0.2 -0.3 -0.1
H 1.39777 0.59736 -1.15149 0.3 -0.2 0.1
H 0.18545 -1.82597 -0.68630 0.1 -0.1 0.1
H -0.53291 -1.10055 1.52120 0.1 0.6 -0.1
H 1.05699 -0.30965 1.73060 0.1 0.1 -0.3
H -0.95950 1.67260 1.12070 -0.9 -0.3 0.2
H -1.72486 0.02009 -1.30179 0.2 0.3 -0.1

=====

# 6
12
Properties=species:S:1:pos:R:3:forces:R:3 method="wB97M-V/def2-TZVPD" max_force_ev_per_a=0.68 orbital_gap_ha=0.4150 lumo_energy_ev=0.9 energy_ev=-8340.083 smiles="O=C1CCCO1" e_above_lowest_kj_mol=36.47
O -1.20861 -2.21300 0.31090 0.6 0.2 0.3
C -0.42858 -1.31323 0.19628 -0.4 -0.3 0.2
C -0.26556 -0.06530 1.06819 0.0 0.0 0.1
C 0.48792 0.90620 0.14326 0.0 0.0 0.0
C 0.25065 0.20898 -1.19338 0.0 0.3 -0.2
O 0.41006 -1.18343 -0.87835 -0.4 -0.1 -0.2
H -1.25255 0.30248 1.36181 0.1 -0.1 0.0
H 0.27875 -0.32761 1.97981 -0.1 0.0 -0.1
H 0.09665 1.92726 0.16750 0.0 -0.2 0.0
H 1.55786 0.93947 0.36755 -0.1 0.0 0.0
H 0.87387 0.48123 -2.04428 0.2 -0.1 0.3
H -0.80046 0.33694 -1.47929 0.1 0.2 -0.2

=====

# 7
12
Properties=species:S:1:pos:R:3:forces:R:3 method="wB97M-V/def2-TZVPD" max_force_ev_per_a=1.11 orbital_gap_ha=0.3725 lumo_energy_ev=0.9 energy_ev=-8338.743 smiles="C=C=O.CC=O" e_above_lowest_kj_mol=165.77
C 1.57765 1.38100 0.35295 0.1 -0.1 0.0
C 2.04397 0.48581 -0.48689 0.3 -0.5 -0.6
O 2.44971 -0.29740 -1.25297 -0.4 0.7 0.7
H 1.79582 2.42857 0.19733 0.0 -0.1 0.0
H 1.03534 1.03157 1.22061 0.1 0.0 -0.1
C -1.77203 -0.30322 0.01382 0.0 0.0 0.1
C -0.61264 -1.25517 -0.01427 0.1 -0.1 0.3
O 0.18978 -1.36300 0.88413 -0.3 0.0 -0.4
H -1.75068 0.29917 0.92636 0.0 -0.1 -0.2
H -2.70952 -0.86748 -0.04439 0.1 0.0 0.0
H -1.72928 0.34255 -0.86866 0.0 0.0 0.1
H -0.51812 -1.88240 -0.92802 0.0 0.1 0.1

=====

# 8
12
Properties=species:S:1:pos:R:3:forces:R:3 method="wB97M-V/def2-TZVPD" max_force_ev_per_a=1.26 orbital_gap_ha=0.3452 lumo_energy_ev=-0.1 energy_ev=-8339.552 smiles="CC(=O)C(C)=O" e_above_lowest_kj_mol=87.68
C -1.93980 0.09093 -0.18709 -0.1 0.0 0.2
C -0.49079 0.49014 -0.10199 -0.1 0.2 0.2
O -0.11728 1.61698 -0.34879 0.0 -0.8 0.1
C 0.57524 -0.58750 0.40508 -0.3 -0.1 0.0
C 1.95621 -0.09754 0.12404 -0.2 0.1 -0.1
O 0.25499 -1.69287 0.77298 -0.1 0.7 -0.1
H -2.54227 0.99417 -0.06184 0.1 -0.2 0.0
H -2.22993 -0.37034 -1.14129 0.4 0.1 0.2
H -2.14091 -0.62874 0.60449 -0.2 -0.1 0.0
H 2.79048 -0.77458 0.34827 -0.6 0.0 -0.2
H 1.73273 0.06246 -0.93826 1.2 0.1 -0.3
H 2.15130 0.89688 0.52439 -0.2 -0.1 0.0

=====

# 9
12
Properties=species:S:1:pos:R:3:forces:R:3 method="wB97M-V/def2-TZVPD" max_force_ev_per_a=0.77 orbital_gap_ha=0.3914 lumo_energy_ev=0.8 energy_ev=-8338.757 smiles="O=CC1(O)CC1" e_above_lowest_kj_mol=164.41
O -1.10117 -1.92922 -0.90020 0.4 0.4 0.6
C -0.28800 -1.55936 -0.08526 -0.4 -0.2 -0.2
C 0.31913 -0.19245 -0.00183 -0.2 0.0 -0.1
O 1.68776 -0.23934 0.28111 0.0 0.0 0.3
C -0.16356 0.88691 -0.90265 0.0 0.0 -0.2
C -0.47866 0.96028 0.56295 -0.1 0.1 0.2
H 0.09560 -2.24719 0.69985 0.0 0.0 -0.2
H 1.78770 -0.28336 1.24066 0.1 0.0 -0.1
H -0.98760 0.60861 -1.54936 0.2 0.0 -0.1
H 0.58520 1.55254 -1.31913 -0.1 -0.1 0.1
H -1.50663 0.81981 0.88814 0.2 -0.1 -0.1
H 0.10180 1.65411 1.16492 -0.1 -0.1 -0.1

=====

# 10
12
Properties=species:S:1:pos:R:3:forces:R:3 method="wB97M-V/def2-TZVPD" max_force_ev_per_a=0.88 orbital_gap_ha=0.3933 lumo_energy_ev=1.0 energy_ev=-8338.511 e_above_lowest_kj_mol=188.14
O 2.20776 -1.01079 0.25426 -0.3 0.6 0.1
C 1.66965 0.02411 0.57427 0.6 -0.6 -0.2
C 0.45660 0.61139 -0.09381 0.2 0.1 -0.1
C -0.41508 -0.35895 -0.88919 0.0 -0.1 0.0
C -1.40353 -0.15034 0.27102 -0.4 -0.2 -0.1
O -0.50665 0.73792 0.96684 -0.2 0.2 -0.1
H 2.00066 0.59521 1.46210 0.0 0.0 0.0
H 0.66147 1.57559 -0.57840 0.1 -0.1 0.1
H 0.01861 -1.35870 -0.98251 -0.1 0.2 0.0
H -0.74078 0.00111 -1.86803 0.0 -0.1 0.2
H -1.61459 -1.02829 0.88545 -0.1 0.0 -0.1
H -2.33412 0.36174 -0.00202 0.1 -0.1 0.1

=====

# 11
12
Properties=species:S:1:pos:R:3:forces:R:3 method="wB97M-V/def2-TZVPD" max_force_ev_per_a=0.89 orbital_gap_ha=0.3501 lumo_energy_ev=0.7 energy_ev=-8336.580 smiles="O=C=C1COC1.[H][H]" e_above_lowest_kj_mol=374.45
O -0.77617 -1.50133 -2.15703 0.2 0.5 0.7
C -0.40925 -0.87072 -1.24150 0.1 -0.4 -0.5
C 0.11599 -0.16818 -0.27271 0.0 -0.3 -0.2
C -0.25875 0.54031 1.01090 -0.4 0.1 0.1
O 1.11702 0.51414 1.42389 0.1 0.1 0.2
C 1.54218 -0.12145 0.21108 0.4 -0.2 -0.2
H -0.62913 1.57050 0.92262 0.0 -0.2 -0.1
H -0.90525 -0.01942 1.69784 0.1 0.1 -0.1
H 2.00264 -1.09814 0.38757 0.1 0.1 0.1
H 2.21606 0.51375 -0.37533 0.0 0.0 0.1
H -2.43653 0.22844 -0.89351 -0.2 0.2 0.0
H -1.94968 0.77514 -1.02886 -0.4 0.0 0.0

=====

# 12
12
Properties=species:S:1:pos:R:3:forces:R:3 method="wB97M-V/def2-TZVPD" max_force_ev_per_a=0.44 orbital_gap_ha=0.3852 lumo_energy_ev=0.9 energy_ev=-8338.805 smiles="O=C[C@@H]1C[C@@H]1O" e_above_lowest_kj_mol=159.78
O 0.35891 1.34104 1.53813 0.4 -0.1 -0.2
C 1.00072 0.37019 1.18154 -0.2 0.2 0.0
C 0.67758 -0.43767 0.00080 0.1 -0.1 0.2
C -0.00039 0.14773 -1.22752 0.0 0.1 -0.2
C -0.85960 -0.56457 -0.27091 0.0 -0.3 -0.2
O -1.79712 0.10021 0.48601 0.1 0.1 0.0
H 1.84049 -0.00246 1.80304 -0.1 0.1 -0.1
H 1.34219 -1.27881 -0.18670 -0.3 0.0 0.2
H 0.23431 -0.35537 -2.15950 0.0 0.2 0.1
H -0.08288 1.23030 -1.28304 0.0 -0.1 0.1
H -1.20654 -1.56937 -0.48356 0.1 0.1 -0.1
H -1.50768 1.01879 0.60172 0.1 -0.2 0.2

=====

| no. | highest occupied orbital energy (hartree) |
| --- | --- |
| 1 | -0.3258 |
| 2 | -0.3695 |
| 3 | -0.3652 |
| 4 | -0.3381 |
| 5 | -0.3606 |
| 6 | -0.3815 |
| 7 | -0.3385 |
| 8 | -0.3477 |
| 9 | -0.3629 |
| 10 | -0.3571 |
| 11 | -0.3246 |
| 12 | -0.3512 |